(1)
Formula: C4H6O2
Source: the OMol25 dataset
Level of theory: ωB97M-V with the def2-TZVPD basis set

The energy comes out at -306.204556 Eh. The calculation puts the frontier orbital gap at 8.63 eV. As for the charge: 0.

CARTESIAN COORDINATES (ANGSTROEM)
1 O 1.7219 -0.4022 0.4036
2 C 0.0053 0.4612 0.7012
3 C 0.6400 -1.3309 -0.3951
4 C -0.2293 -0.1524 -0.6194
5 O -1.5815 0.1189 -0.1564
6 C -1.1154 1.3851 0.4291
7 H 1.8372 -0.4915 1.3665
8 H 1.3850 -1.5837 -1.1476
9 H 0.1607 -2.1834 0.0986
10 H -0.0551 0.3446 -1.5803
11 H -1.7210 1.7160 1.2707
12 H -1.0478 2.1182 -0.3709

Atoms 1-6, force components in eV/Å:
O 1.79 -2.11 -1.14
C -2.15 0.32 0.70
C 2.27 0.60 1.34
C 0.64 0.71 0.27
O -0.80 -0.38 0.01
C -0.83 1.08 -0.43

The molecule's natural (NBO) atomic charges, reported in e, are given here: atom 1 (O): -0.734, atom 2 (C): 0.053, atom 3 (C): -0.076, atom 4 (C): -0.107, atom 5 (O): -0.433, atom 6 (C): -0.174, atom 7 (H): 0.507, atom 8 (H): 0.214, atom 9 (H): 0.221, atom 10 (H): 0.175, atom 11 (H): 0.191, atom 12 (H): 0.163

(2)
Formula: C25H30N4O3PSe3Tl
Source: the OMol25 dataset
Level of theory: ωB97M-V with the def2-TZVPD basis set

The energy comes out at -9133.014355 Eh. The calculation puts the frontier orbital gap at 7.14 eV. As for the charge: +2.

CARTESIAN COORDINATES (ANGSTROEM)
1 Tl 0.3584 -1.0240 0.6835
2 C -2.6546 -0.9159 3.0106
3 Se -0.7748 -1.3164 3.2706
4 C -0.9083 -3.2559 3.3257
5 C 0.4933 -3.8300 3.1283
6 Se 0.8407 -3.7480 1.2126
7 C 2.7843 -3.8227 1.2278
8 H -2.9703 -1.2026 2.0139
9 H -2.8002 0.1492 3.1706
10 H -3.1968 -1.4710 3.7723
11 H -1.5749 -3.5527 2.5130
12 H -1.3709 -3.5504 4.2656
13 H 0.5577 -4.8546 3.4916
14 H 1.2589 -3.2524 3.6472
15 H 3.0602 -4.6535 1.8726
16 H 3.1968 -2.8870 1.5939
17 H 3.1011 -3.9786 0.2027
18 O 3.5232 -2.3493 -1.4038
19 C 2.4417 -1.8171 -1.4892
20 O 1.3029 -2.3164 -1.0792
21 C 2.2954 -0.4258 -2.1145
22 P 0.8855 0.4840 -1.3966
23 C 1.3607 2.2240 -1.3221
24 C 0.8322 3.1078 -0.3824
25 C 1.1980 4.4456 -0.3890
26 C 2.0904 4.9145 -1.3417
27 C 2.5984 4.0504 -2.3032
28 C 2.2346 2.7146 -2.2989
29 C -0.4800 0.3496 -2.5689
30 C -1.2834 1.4450 -2.8723
31 C -2.2898 1.3194 -3.8208
32 C -2.4909 0.1076 -4.4670
33 C -1.6967 -0.9910 -4.1564
34 C -0.6974 -0.8772 -3.2042
35 H 2.0723 -0.5917 -3.1708
36 H 3.1974 0.1757 -2.0435
37 H 0.0942 2.7582 0.3299
38 H 0.7777 5.1233 0.3420
39 H 2.3810 5.9565 -1.3458
40 H 3.2775 4.4174 -3.0608
41 H 2.6311 2.0622 -3.0662
42 H -1.1099 2.4019 -2.3953
43 H -2.8970 2.1782 -4.0745
44 H -3.2562 0.0225 -5.2273
45 H -1.8432 -1.9314 -4.6721
46 H -0.0767 -1.7331 -2.9605
47 Se 3.6435 1.0817 2.4272
48 N 3.0658 2.5296 3.2697
49 C 1.7551 2.5584 3.1480
50 C 0.8841 3.5625 3.6811
51 C -0.4417 3.4225 3.4425
52 C -0.9274 2.3118 2.6702
53 N -0.1815 1.3722 2.1608
54 C 1.1656 1.4786 2.4146
55 N 1.9959 0.5703 1.9392
56 H 1.2960 4.3890 4.2449
57 H -1.1617 4.1394 3.8119
58 H -1.9931 2.2505 2.4687
59 C -2.3346 -3.1774 -1.1551
60 C -2.6189 -1.7464 -0.8047
61 N -3.7106 -1.1907 -1.3163
62 O -1.8789 -1.0822 -0.0475
63 H -3.0497 -3.8304 -0.6508
64 H -1.3256 -3.4379 -0.8463
65 H -2.4344 -3.3414 -2.2284
66 H -4.3111 -1.6994 -1.9436
67 H -3.9103 -0.2197 -1.1337

Atoms 1-6, force components in eV/Å:
Tl -0.08 -0.21 -0.30
C -0.06 -0.03 0.06
Se -0.03 0.13 0.04
C 0.04 -0.02 -0.12
C -0.14 0.11 0.09
Se 0.28 -0.03 0.00

The molecule's natural (NBO) atomic charges, reported in e, are given here: atom 1 (Tl): 1.093, atom 2 (C): -0.769, atom 3 (Se): 0.508, atom 4 (C): -0.585, atom 5 (C): -0.611, atom 6 (Se): 0.540, atom 7 (C): -0.762, atom 8 (H): 0.242, atom 9 (H): 0.240, atom 10 (H): 0.251, atom 11 (H): 0.228, atom 12 (H): 0.264, atom 13 (H): 0.266, atom 14 (H): 0.234, atom 15 (H): 0.246, atom 16 (H): 0.222, atom 17 (H): 0.292, atom 18 (O): -0.602, atom 19 (C): 0.780, atom 20 (O): -0.853, atom 21 (C): -0.856, atom 22 (P): 1.082, atom 23 (C): -0.433, atom 24 (C): -0.203, atom 25 (C): -0.206, atom 26 (C): -0.156, atom 27 (C): -0.207, atom 28 (C): -0.116, atom 29 (C): -0.316, atom 30 (C): -0.217, atom 31 (C): -0.192, atom 32 (C): -0.178, atom 33 (C): -0.211, atom 34 (C): -0.232, atom 35 (H): 0.287, atom 36 (H): 0.278, atom 37 (H): 0.219, atom 38 (H): 0.230, atom 39 (H): 0.240, atom 40 (H): 0.242, atom 41 (H): 0.217, atom 42 (H): 0.231, atom 43 (H): 0.237, atom 44 (H): 0.238, atom 45 (H): 0.235, atom 46 (H): 0.247, atom 47 (Se): 1.090, atom 48 (N): -0.548, atom 49 (C): 0.122, atom 50 (C): -0.122, atom 51 (C): -0.263, atom 52 (C): 0.127, atom 53 (N): -0.496, atom 54 (C): 0.266, atom 55 (N): -0.719, atom 56 (H): 0.261, atom 57 (H): 0.255, atom 58 (H): 0.210, atom 59 (C): -0.723, atom 60 (C): 0.730, atom 61 (N): -0.755, atom 62 (O): -0.729, atom 63 (H): 0.260, atom 64 (H): 0.249, atom 65 (H): 0.255, atom 66 (H): 0.422, atom 67 (H): 0.422

(3)
Formula: C4H11N2O
Source: the OMol25 dataset
Level of theory: ωB97M-V with the def2-TZVPD basis set

The energy comes out at -343.472829 Eh. The calculation puts the frontier orbital gap at 11.86 eV. As for the charge: +1. The SMILES is C[NH2+][C@H](C)C(N)=O.

CARTESIAN COORDINATES (ANGSTROEM)
1 C 1.5867 -0.1009 -0.2956
2 C -0.8819 1.5576 -0.8344
3 C -1.2975 -1.3711 1.2467
4 C -0.1614 0.5505 -0.0443
5 N 2.7405 0.5654 -0.3125
6 N -0.8808 -0.8282 -0.0257
7 O 1.5832 -1.3193 -0.3516
8 H -1.8226 1.2601 -1.3138
9 H -0.2353 2.0078 -1.6408
10 H -1.1437 2.4236 -0.1510
11 H -2.2076 -1.9357 1.0573
12 H -0.5518 -2.0905 1.6902
13 H -1.5533 -0.5799 1.9537
14 H -0.0824 0.8404 0.9337
15 H 3.1023 1.4563 0.0063
16 H 3.4785 -0.0140 -0.7969
17 H -0.0517 -1.4309 -0.3972
18 H -1.6212 -0.9912 -0.7241

Atoms 1-6, force components in eV/Å:
C -2.28 0.25 0.69
C 0.28 2.99 -1.15
C -0.34 -1.25 1.72
C 1.75 -3.56 -1.27
N 1.66 -0.67 -1.44
N 2.18 0.14 -1.98

The molecule's natural (NBO) atomic charges, reported in e, are given here: atom 1 (C): 0.700, atom 2 (C): -0.688, atom 3 (C): -0.436, atom 4 (C): -0.062, atom 5 (N): -0.818, atom 6 (N): -0.562, atom 7 (O): -0.606, atom 8 (H): 0.247, atom 9 (H): 0.259, atom 10 (H): 0.254, atom 11 (H): 0.235, atom 12 (H): 0.248, atom 13 (H): 0.229, atom 14 (H): 0.211, atom 15 (H): 0.443, atom 16 (H): 0.433, atom 17 (H): 0.473, atom 18 (H): 0.438

(4)
Formula: C3H7O2S
Source: the OMol25 dataset
Level of theory: ωB97M-V with the def2-TZVPD basis set

The energy comes out at -667.231745 Eh. The calculation puts the frontier orbital gap at 8.19 eV. As for the charge: -1.

CARTESIAN COORDINATES (ANGSTROEM)
1 O 1.3162 1.3087 1.2044
2 C 1.7597 0.1413 1.4150
3 O 1.5969 -0.9209 0.7846
4 H 2.4285 0.0734 2.3344
5 C -0.3839 -0.4521 -1.4339
6 C -1.3193 -0.2638 -0.2438
7 S -1.6126 1.4794 0.1282
8 H 0.5364 0.1490 -1.2601
9 H -0.8427 -0.1569 -2.3880
10 H -0.0253 -1.5081 -1.3872
11 H -2.3167 -0.7864 -0.3632
12 H -0.8139 -0.7011 0.5917
13 H -0.3233 1.6375 0.6178

Atoms 1-6, force components in eV/Å:
O 0.12 -0.67 -0.02
C 0.37 0.21 0.33
O -0.05 0.46 0.23
H -0.19 -0.02 -0.30
C 0.66 -0.27 0.34
C -0.81 -0.37 -0.71

The molecule's natural (NBO) atomic charges, reported in e, are given here: atom 1 (O): -0.798, atom 2 (C): 0.644, atom 3 (O): -0.769, atom 4 (H): -0.003, atom 5 (C): -0.627, atom 6 (C): -0.518, atom 7 (S): -0.210, atom 8 (H): 0.244, atom 9 (H): 0.179, atom 10 (H): 0.208, atom 11 (H): 0.186, atom 12 (H): 0.236, atom 13 (H): 0.228

Record order is preserved below.
ΔE to the lowest compared entry with this formula, charge and spin: 8.2108 0.4511 2.4851 0.3140 eV